Entry 1:
# C15H27Br2CaCl3F4MgN3O14PS2V2

A molecular structure, C15H27Br2CaCl3F4MgN3O14PS2V2 at a distorted geometry (ωB97M-V/def2-TZVPD, OMol25).

Calculated values
frontier orbital gap = 0.0498 Eh
E = -343828.667 eV
lowest unoccupied orbital energy = -5.7699 eV
molecular weight = 1076.93 Da

Each line ends with the Löwdin charge.
CARTESIAN COORDINATES (ANGSTROEM)
1 C 0.06434 0.71859 2.34350  -0.116
2 C -0.34895 1.15837 0.84427  -0.232
3 N -0.17396 0.00953 -0.11891  -0.022
4 C 0.51176 0.44550 -1.36486  -0.188
5 C 0.43931 -0.57519 -2.64120  -0.337
6 O -0.60655 -1.05205 -3.15622  -0.014
7 O 1.77093 -0.93151 -3.12474  -0.055
8 C 2.60970 -0.80561 -1.91492  -0.495
9 C 4.19570 -1.00965 -2.23643  -0.148
10 C 5.05904 -1.22585 -0.89479  -0.193
11 C 6.51321 -0.55734 -0.89957  -0.664
12 F 7.49127 -1.39751 -1.57892  -0.056
13 Br 6.55739 1.33771 -1.50414  0.736
14 C 6.99617 -0.54215 0.68141  -0.665
15 F 6.36659 -1.58502 1.43812  -0.020
16 F 8.44254 -0.65299 0.83429  -0.402
17 Br 6.45327 1.26891 1.38150  0.689
18 P 2.12716 -2.39828 -0.94469  0.430
19 S 2.36986 -4.02753 -2.01601  0.194
20 C 2.11545 0.62150 -1.36702  -0.167
21 C 2.83975 1.30900 -0.10971  -0.273
22 N 2.58237 2.81462 -0.17938  -0.080
23 H -0.31861 -0.35860 2.47538  0.047
24 H 1.19980 0.70154 2.53166  -0.008
25 H -0.38420 1.41621 3.15278  0.101
26 H -1.48140 1.40736 0.89972  0.089
27 H 0.16544 2.13023 0.50217  0.095
28 H -1.12821 -0.36331 -0.32024  0.125
29 H 0.05179 1.48303 -1.55758  0.156
30 H 4.24029 -2.01178 -2.82322  0.103
31 H 4.59305 -0.21261 -2.95426  0.109
32 H 5.23081 -2.37068 -0.79109  0.148
33 H 4.40163 -0.93017 -0.00504  0.093
34 H 0.72457 -2.39535 -0.56504  0.014
35 H 2.84606 -2.46397 0.31900  -0.022
36 H 2.39844 1.35169 -2.22657  0.172
37 H 3.98206 1.19296 -0.19869  0.037
38 H 2.54129 0.85805 0.90253  0.059
39 H 3.36514 3.15795 -0.77834  0.091
40 H 1.73042 2.92021 -0.76507  0.079
41 C -3.22228 -0.29500 -3.39073  -0.079
42 C -4.60897 0.38934 -3.33884  -0.332
43 O -4.41219 1.62796 -2.97892  0.081
44 H -2.72469 -0.27907 -2.41803  0.059
45 H -3.33368 -1.34572 -3.68320  0.101
46 H -2.55343 0.19197 -4.13598  -0.145
47 H -5.21096 -0.25998 -2.67534  0.188
48 H -5.07497 0.19712 -4.31990  0.118
49 O 0.27266 -1.86266 3.85036  -0.509
50 V 0.83385 -3.04601 2.70683  1.083
51 O 1.40391 -4.21808 1.55544  -0.568
52 Ca 9.75936 -1.82451 1.75730  1.290
53 Cl -1.14821 1.06919 -4.74991  0.159
54 N 1.00061 -6.83215 4.16178  -0.593
55 O 1.97312 -6.75669 4.92198  0.028
56 O 0.79781 -7.85934 3.50884  0.051
57 O 0.21909 -5.86431 4.05361  0.014
58 O -5.46142 1.27187 0.88258  -0.229
59 S -4.11997 1.77112 0.53726  0.231
60 O -3.31889 1.91175 1.76612  -0.268
61 O -4.23347 3.07993 -0.12503  -0.245
62 O -3.46184 0.81531 -0.37224  -0.292
63 Mg 2.58654 2.96183 2.29711  0.750
64 O -5.35424 -3.93151 3.74725  -0.563
65 V -3.92132 -3.30401 2.99436  1.217
66 O -2.49097 -2.66884 2.23136  -0.582
67 Cl -9.31352 6.26894 1.37851  0.518
68 C -7.90963 5.80357 0.38344  -0.668
69 C -7.51486 4.35485 0.59170  -0.658
70 Cl -6.83012 4.07042 2.20941  0.563
71 H -7.08778 6.48203 0.62009  0.068
72 H -8.19451 5.96460 -0.65868  0.069
73 H -6.74509 4.07343 -0.13094  0.061
74 H -8.36600 3.68370 0.46102  0.072
75 F -0.76867 -4.07682 5.09169  -0.400

---

Entry 2:
# C15H27BrLiNO

A molecular structure, C15H27BrLiNO at a distorted geometry (ωB97M-V/def2-TZVPD, OMol25).

Calculated values
multiplicity = 2
frontier orbital gap (spin up / spin down) = 0.2301 / 0.2294 Eh
E = -89768.639 eV
lowest unoccupied orbital energy (spin up / spin down) = -4.8886 / -4.9060 eV
molecular weight = 324.23 Da
charge = +1

Each line ends with the Löwdin charge.
CARTESIAN COORDINATES (ANGSTROEM)
1 C -1.87629 -3.76391 0.65714  0.024
2 C -1.44984 -2.67090 1.28869  -0.190
3 C -1.76659 -1.27450 0.83431  -0.164
4 C -0.50580 -0.43699 0.44246  -0.408
5 C 0.43595 -0.24334 1.67642  -0.596
6 Br 1.80082 -1.64397 1.90647  0.805
7 C -0.30595 -0.05761 3.00425  -0.282
8 C 0.65827 0.25498 4.16071  -0.123
9 C -1.05072 0.98180 0.06815  -0.043
10 C -0.59127 1.66535 -1.25715  -0.436
11 C -1.85685 2.14455 -1.99860  -0.018
12 C 0.23865 2.92695 -0.92498  -0.025
13 N 0.11293 0.76592 -2.20888  -0.131
14 O 0.56789 1.34485 -3.25210  -0.004
15 C 0.99387 -0.27037 -1.65154  -0.472
16 C 2.24090 0.31078 -0.98659  -0.049
17 C 1.47811 -1.15693 -2.81209  -0.014
18 C 0.12316 -1.15301 -0.75835  -0.110
19 H -1.22941 -4.63194 0.59179  0.062
20 H -2.87592 -3.85990 0.24627  0.069
21 H -0.84087 -2.80607 2.17605  0.075
22 H -2.40844 -0.69981 1.50797  0.119
23 H -2.33399 -1.37868 -0.09459  0.121
24 H 1.00346 0.67875 1.54005  0.075
25 H -0.83241 -0.97217 3.26284  0.099
26 H -0.98304 0.78560 2.85747  0.117
27 H 1.56803 0.75048 3.81962  0.067
28 H 0.18299 0.89898 4.90060  0.076
29 H 0.92295 -0.66481 4.67816  0.066
30 H -0.77213 1.66447 0.87240  0.112
31 H -2.13793 0.95291 0.08679  0.116
32 H -1.64081 2.38506 -3.03668  0.087
33 H -2.32478 2.97299 -1.47126  0.092
34 H -2.58647 1.33096 -1.99846  0.089
35 H 0.79588 3.28127 -1.79173  0.085
36 H 0.87407 2.80572 -0.04596  0.068
37 H -0.46552 3.71709 -0.66675  0.091
38 H 2.89706 0.61480 -1.81589  0.011
39 H 2.75085 -0.48443 -0.43961  0.059
40 H 2.07305 1.12043 -0.28127  0.072
41 H 1.94077 -2.04620 -2.37886  0.100
42 H 2.25555 -0.66108 -3.39376  0.073
43 H 0.65482 -1.44542 -3.45936  0.105
44 H -0.71728 -1.43244 -1.40056  0.142
45 H 0.62115 -2.07873 -0.48705  0.091
46 Li 4.36112 1.47849 -1.96653  0.897

---

Entry 3:
# C15H27F3N6O21

9 unconnected molecules or ions with the total composition C15H27F3N6O21 at a distorted geometry (ωB97M-V/def2-TZVPD, OMol25).

Calculated values
frontier orbital gap = 0.3576 Eh
E = -76064.295 eV
relative energy (zero: lowest compared OMol25 entry of this formula, charge and spin) = 270.9 kJ/mol
lowest unoccupied orbital energy = -0.2821 eV
molecular weight = 684.40 Da

Each line ends with the Löwdin charge.
CARTESIAN COORDINATES (ANGSTROEM)
1 C -3.95724 -2.44645 -3.27154  -0.047
2 C -3.21617 -1.68130 -2.30869  -0.388
3 O -1.95270 -1.36255 -2.78606  0.184
4 C -1.68784 -2.32964 -3.62647  -0.567
5 O -0.61532 -2.53887 -4.11136  0.169
6 O -2.81040 -3.04908 -3.87715  0.085
7 F -3.27019 -2.42680 -1.19409  0.106
8 H -4.46222 -1.90030 -4.06830  0.148
9 H -4.61818 -3.19470 -2.83410  0.156
10 H -3.76070 -0.76156 -2.09500  0.152
11 C -5.48979 3.61126 -1.59680  -0.034
12 C -4.18590 4.32044 -1.75063  -0.311
13 O -3.22822 3.44445 -1.27201  0.107
14 C -3.83287 2.14881 -1.13536  -0.452
15 O -3.16909 1.22029 -0.73446  0.156
16 O -5.10392 2.23601 -1.51948  0.085
17 F -4.03755 5.45538 -0.92483  0.028
18 H -6.19136 3.71416 -2.42464  0.148
19 H -5.92915 3.87824 -0.63568  0.152
20 H -3.89469 4.65626 -2.74587  0.168
21 C -0.32210 0.43841 0.86281  -0.088
22 C 0.18399 -0.03962 -0.42993  -0.234
23 O 0.19189 -1.49581 -0.29008  0.092
24 C -0.33148 -1.78418 0.92901  -0.526
25 O -0.64049 -2.92821 1.26958  0.108
26 O -0.54710 -0.68589 1.65399  0.087
27 F 1.51672 0.27219 -0.64992  0.025
28 H -1.23184 1.03125 0.76781  0.129
29 H 0.36670 1.08165 1.41043  0.128
30 H -0.27389 0.25986 -1.37266  0.157
31 C 2.12292 -3.21509 -2.20049  0.042
32 N 3.13478 -2.67967 -1.28674  -0.453
33 O 2.90991 -2.15977 -0.23652  0.082
34 O 4.26474 -2.73403 -1.72100  0.047
35 H 1.95354 -2.32563 -2.80735  0.103
36 H 1.18446 -3.62681 -1.82918  0.099
37 H 2.56942 -4.03829 -2.75822  0.103
38 C -1.74399 -4.86919 4.50483  0.048
39 N -0.46134 -5.40156 5.06546  -0.473
40 O -0.47149 -6.52851 5.51451  0.053
41 O 0.45611 -4.66793 5.15050  0.086
42 H -2.21704 -4.17563 5.20002  0.101
43 H -2.40658 -5.73145 4.43020  0.089
44 H -1.60564 -4.45983 3.50413  0.087
45 C 2.75510 -0.81130 3.34901  0.040
46 N 3.38995 0.26100 2.62868  -0.412
47 O 4.61693 0.20406 2.50821  0.070
48 O 2.70965 1.25664 2.26128  0.025
49 H 1.72899 -0.87216 2.98637  0.087
50 H 2.75416 -0.52104 4.39965  0.115
51 H 3.28655 -1.70576 3.02403  0.111
52 C 0.62301 3.25769 5.47489  0.052
53 N -0.31082 2.61652 4.43618  -0.372
54 O -0.96138 3.38061 3.70437  0.044
55 O -0.28514 1.35134 4.29253  0.019
56 H 1.48201 3.66989 4.94543  0.099
57 H 0.93221 2.57540 6.26670  0.091
58 H 0.09129 4.09786 5.92152  0.089
59 C 4.78792 0.39716 -2.68751  0.031
60 N 5.63098 0.67635 -1.53539  -0.478
61 O 5.76318 1.86767 -1.18849  0.034
62 O 6.23290 -0.17825 -1.07202  0.126
63 H 4.32198 1.24589 -3.18817  0.097
64 H 3.96686 -0.20618 -2.30032  0.072
65 H 5.30517 -0.34740 -3.29264  0.106
66 C 0.76186 3.49230 -3.49709  0.053
67 N 1.53714 3.81397 -2.19472  -0.406
68 O 1.26630 3.19066 -1.12303  0.026
69 O 2.53169 4.41729 -2.40603  0.086
70 H 1.45021 2.95350 -4.14821  0.090
71 H 0.61381 4.40365 -4.07641  0.087
72 H -0.17123 2.98233 -3.25754  0.081

---

Entry 4:
# C15H27N2O2

A molecular structure, C15H27N2O2 at a distorted geometry (ωB97M-V/def2-TZVPD, OMol25).

Calculated values
frontier orbital gap = 0.3590 Eh
E = -23059.721 eV
relative energy (zero: lowest compared OMol25 entry of this formula, charge and spin) = 116.4 kJ/mol
lowest unoccupied orbital energy = -2.4268 eV
molecular weight = 267.39 Da
charge = +1

Each line ends with the Löwdin charge.
CARTESIAN COORDINATES (ANGSTROEM)
1 C -2.17932 -0.02302 1.82072  -0.027
2 N -0.83124 -0.55207 1.82521  -0.175
3 C -0.54679 -1.51781 2.88580  -0.029
4 C 0.07632 0.01374 0.97814  -0.085
5 C 1.53629 -0.20318 1.41323  -0.185
6 C 2.09758 -1.50107 1.39422  -0.059
7 C 3.40587 -1.72851 1.80917  -0.064
8 C 4.18914 -0.70219 2.34755  -0.054
9 C 3.62126 0.58451 2.44116  -0.061
10 C 2.31742 0.82495 1.99578  -0.020
11 H -2.80965 -0.68103 2.41226  0.089
12 H -2.24207 0.99311 2.23710  0.109
13 H -2.54679 0.00196 0.79133  0.078
14 H -1.50643 -1.73496 3.37502  0.090
15 H -0.18244 -2.46801 2.48350  0.086
16 H 0.14285 -1.18350 3.67212  0.107
17 H -0.14768 1.03379 0.75161  0.107
18 H 1.49325 -2.32014 1.02246  0.107
19 H 3.83209 -2.73071 1.69961  0.116
20 H 5.20998 -0.89183 2.68504  0.115
21 H 4.24214 1.38757 2.86591  0.117
22 H 1.90718 1.84164 2.10196  0.125
23 C -3.54223 -0.72729 -3.75732  -0.078
24 O -2.37346 -0.53980 -2.94154  -0.201
25 C -2.18329 -1.50265 -1.90860  -0.198
26 C -0.74434 -1.46072 -1.39486  -0.135
27 N -0.33168 -0.16806 -0.86965  -0.027
28 C 0.91533 0.34290 -1.51966  -0.108
29 C 0.92475 1.87921 -1.66002  -0.177
30 O 0.02891 2.43790 -0.72080  -0.242
31 C -0.10556 3.84041 -0.77650  -0.071
32 H -3.37796 -0.15532 -4.67971  0.094
33 H -3.72414 -1.78541 -4.03169  0.095
34 H -4.45997 -0.35082 -3.27066  0.093
35 H -2.89078 -1.30593 -1.08878  0.120
36 H -2.37654 -2.51195 -2.30583  0.134
37 H -0.58016 -2.22915 -0.64467  0.128
38 H -0.09971 -1.62485 -2.25069  0.120
39 H -1.04764 0.50411 -1.21313  0.154
40 H 1.79389 0.00287 -0.94031  0.122
41 H 0.95290 -0.07914 -2.52500  0.126
42 H 1.96367 2.23498 -1.48139  0.141
43 H 0.63581 2.16298 -2.69659  0.138
44 H -0.88796 4.07037 -0.07149  0.092
45 H 0.82204 4.33858 -0.48599  0.097
46 H -0.39082 4.18355 -1.77405  0.098